one | 22
Properties=species:S:1:pos:R:3:lowdin_charge:R:1 method="wB97M-V/def2-TZVPD" smiles="CC(C)[NH2+]C(=O)[O-].CO" lumo_ev=0.4 total_charge=0 homo_energy_ha=-0.339
O 3.89341 -0.95530 0.62220 -0.155
O 0.41225 -0.54096 2.01247 0.028
O 1.72879 -2.30295 2.48392 0.017
N 0.54173 -2.32689 0.51418 0.110
C -1.73999 -3.06584 1.10960 -0.045
C 4.99981 -0.99508 1.62904 -0.105
C -0.48488 -4.12080 -0.82021 -0.059
C 0.83359 -1.68452 1.90618 -0.717
C -0.38853 -3.49294 0.56164 -0.403
H 1.42076 -2.67310 0.11960 0.154
H -1.65569 -2.68027 2.13455 0.090
H 4.19399 -0.46546 -0.14704 0.056
H -2.40501 -3.93748 1.15223 0.087
H 0.36959 -1.52241 -0.18840 0.212
H 5.08811 -0.00297 2.10095 0.076
H -1.13214 -5.00570 -0.77208 0.088
H -2.20976 -2.31542 0.45730 0.094
H 0.08945 -4.19163 1.26056 0.154
H 5.91412 -1.32989 1.11278 0.070
H 0.50175 -4.43809 -1.18397 0.084
H 4.89827 -1.70383 2.46069 0.075
H -0.91556 -3.41241 -1.54279 0.088

two | 22
Properties=species:S:1:pos:R:3:lowdin_charge:R:1 method="wB97M-V/def2-TZVPD" smiles="CO[C@@H](C)O.CC(N)=O" lumo_ev=0.6 total_charge=0 homo_energy_ha=-0.347
O 1.17506 0.59493 -1.52526 -0.003
O -1.86606 0.62624 0.86132 -0.129
O -1.31689 0.10905 -1.34413 -0.028
N 2.19545 0.95077 0.45695 0.169
C 2.17990 -1.30420 -0.42816 0.001
C -1.54834 1.98948 0.65895 -0.088
C -1.85644 -1.64698 0.20588 -0.007
C -1.26179 -0.26903 -0.03897 -0.551
C 1.65418 0.11409 -0.47756 -0.570
H -1.88809 2.34099 -0.31876 0.090
H -1.80631 -1.89926 1.26155 0.080
H 2.62956 0.58763 1.28758 0.108
H -0.12068 -0.30485 0.22737 0.129
H 2.12701 -1.70385 0.58298 0.084
H -2.07381 2.54097 1.43619 0.088
H 1.98518 1.93378 0.38811 0.112
H -0.33853 0.43648 -1.62188 0.098
H -2.90015 -1.62803 -0.09822 0.085
H 1.60567 -1.92533 -1.11090 0.091
H -1.32794 -2.38754 -0.38801 0.077
H 3.22037 -1.31346 -0.75297 0.093
H -0.46733 2.15813 0.73793 0.071

three | 22
Properties=species:S:1:pos:R:3:lowdin_charge:R:1 method="wB97M-V/def2-TZVPD" smiles="CNC(=O)O.CC(C)O" lumo_ev=0.8 total_charge=0 homo_energy_ha=-0.344
O 1.77706 -1.31035 -0.21592 0.104
O -0.51432 -0.47576 1.14520 -0.071
O 2.10512 -0.36713 1.78920 0.090
N 1.56649 0.94375 -0.02072 -0.009
C -1.65830 -1.32835 -0.81259 -0.046
C -1.34647 -0.11490 0.06173 -0.495
C -2.61342 0.56605 0.57336 -0.053
C 2.61675 1.41101 -0.91137 -0.082
C 1.82547 -0.26200 0.62273 -0.659
H 2.83689 0.63041 -1.63755 0.084
H 1.93930 -2.11752 0.29227 0.133
H -2.34760 1.39585 1.22355 0.078
H -3.20286 0.94568 -0.25672 0.077
H -3.22272 -0.13728 1.14007 0.078
H 3.54077 1.66413 -0.37014 0.089
H -2.22271 -2.07020 -0.24955 0.079
H 2.26460 2.29533 -1.43591 0.079
H 1.36360 1.64031 0.68852 0.138
H -0.72865 -1.77675 -1.15291 0.068
H -0.98951 -1.10400 1.71264 0.118
H -0.74712 0.60131 -0.50764 0.124
H -2.24231 -1.02957 -1.67824 0.078

Relative energies with respect to the most stable structure, expressed in kJ/mol: one 104.3; two 56.7; three 0.0.

one | 22
Properties=species:S:1:pos:R:3:lowdin_charge:R:1 method="wB97M-V/def2-TZVPD" smiles="CC(=O)NC[C@H](C)O.O" lumo_ev=0.6 total_charge=0 homo_energy_ha=-0.360
O -2.08908 -2.51388 -0.98166 -0.091
O 2.47729 1.08471 1.72680 -0.035
O -1.15620 -0.49312 -2.47441 0.003
N -0.13606 -0.12108 -0.53271 0.090
C 0.35026 0.68361 0.56551 -0.140
C -0.89171 0.32630 -1.59496 -0.484
C 1.38224 -1.06289 2.12240 -0.049
C -1.18835 1.76044 -1.95453 0.013
C 1.67811 0.09182 1.13455 -0.420
H 1.16854 -1.95613 1.49603 0.084
H -0.82872 1.79110 -2.94618 0.068
H 2.27817 -0.34483 0.30535 0.150
H -0.31728 0.51673 1.40856 0.117
H 1.96293 1.77791 2.15011 0.090
H -1.94995 -1.72357 -1.56097 -0.013
H 0.49355 1.72916 0.37747 0.111
H -0.14659 -1.09876 -0.26698 0.132
H -0.66404 2.52369 -1.39100 0.064
H -2.31896 1.94848 -2.02289 0.124
H -3.05235 -2.54623 -0.95603 0.030
H 0.62615 -0.91048 2.88140 0.076
H 2.32205 -1.46298 2.51413 0.080

two | 22
Properties=species:S:1:pos:R:3:lowdin_charge:R:1 method="wB97M-V/def2-TZVPD" smiles="CC(C)[C@@H](N)C(=O)O.O" lumo_ev=0.7 total_charge=0 homo_energy_ha=-0.351
O 1.64997 -2.16386 1.02689 -0.067
O -0.61665 0.05238 1.83746 0.129
O -1.25601 -1.75388 0.66401 0.097
N 0.08891 -0.73844 -1.38809 0.075
C -0.84168 -0.47897 0.79204 -0.529
C -0.29986 2.34269 -1.72766 -0.059
C 1.41071 1.44668 -0.07223 -0.057
C -0.09135 1.57098 -0.41713 -0.361
C -0.72286 0.15586 -0.57238 -0.291
H 1.21324 -1.99162 0.17232 0.007
H 2.54485 -1.85151 0.84300 0.040
H -1.10594 -2.23186 1.49216 0.131
H 0.76804 -0.23143 -1.91805 0.066
H -1.35445 2.54384 -1.83206 0.076
H 0.13294 1.79968 -2.54583 0.066
H 1.95203 1.36688 -1.00495 0.068
H -0.57790 1.92084 0.48586 0.129
H 0.26668 3.27111 -1.64011 0.082
H 1.60125 0.56950 0.54843 0.067
H -0.41391 -1.42856 -1.91993 0.093
H -1.75585 0.32688 -0.88767 0.153
H 1.75478 2.34516 0.43646 0.084

Relative energies with respect to the most stable structure, expressed in kJ/mol: one 80.4; two 0.0.

one | 23
Properties=species:S:1:pos:R:3:lowdin_charge:R:1 method="wB97M-V/def2-TZVPD" lumo_ev=0.6 total_charge=0 homo_energy_ha=-0.262
O -0.35214 1.79082 -1.06190 -0.052
N -1.06285 -0.09863 0.37905 -0.232
N 1.41960 -0.26298 -1.85685 0.069
C 0.48985 -1.11034 0.26258 0.065
C 1.28830 -0.13479 -0.42695 -0.525
C -0.03203 1.11491 -0.09004 -0.418
C -1.73617 0.12249 1.65323 -0.063
C 2.55285 0.37477 0.23777 -0.054
C -1.99443 -0.45728 -0.68640 -0.065
H -2.46771 -1.41617 -0.45911 0.093
H -2.42323 0.97337 1.58761 0.102
H 0.30758 1.55961 0.86121 0.125
H -2.30416 -0.76490 1.94433 0.090
H -1.44723 -0.53521 -1.62246 0.081
H 1.45898 0.66126 -2.28591 0.081
H 0.62065 -0.70770 -2.29597 0.061
H 3.38891 -0.29877 0.03819 0.076
H -2.76933 0.30418 -0.80284 0.099
H 2.81270 1.35797 -0.16114 0.084
H 0.71467 -1.29322 1.30801 0.111
H 0.10714 -1.97505 -0.27210 0.109
H 2.42799 0.47235 1.31791 0.074
H -0.99994 0.32330 2.43176 0.086

two | 23
Properties=species:S:1:pos:R:3:lowdin_charge:R:1 method="wB97M-V/def2-TZVPD" lumo_ev=0.4 total_charge=0 homo_energy_ha=-0.267
O -0.09188 -0.05350 -2.64168 0.049
N -1.68292 -0.87058 2.45933 0.058
N -0.25790 1.01593 2.40664 0.028
C -0.91999 0.08845 1.85271 -0.494
C 1.87875 -1.64350 -0.44216 -0.058
C 0.59208 -1.37216 -0.24113 -0.115
C 1.07226 1.49292 -1.13900 -0.023
C -0.11682 0.65096 -1.48330 -0.449
C -1.36447 0.87664 -0.87872 -0.050
H 2.20433 -2.45863 -1.07728 0.049
H 0.23000 -0.68524 0.59812 0.033
H 1.03840 1.75846 -0.08372 0.085
H -0.18006 -1.99592 -0.67939 0.079
H 2.66267 -1.05931 0.02524 0.055
H 0.82046 -0.29840 -2.84671 0.112
H -1.25329 0.50045 0.44766 0.097
H -1.56230 1.91591 -0.63138 0.103
H -1.61710 -1.00932 3.46150 0.082
H 2.00439 0.96857 -1.34372 0.074
H -2.20710 0.41384 -1.37972 0.091
H -0.32082 1.03548 3.43208 0.022
H 1.05015 2.40278 -1.74713 0.098
H -1.97884 -1.67383 1.93174 0.073

Relative energies with respect to the most stable structure, expressed in kJ/mol: one 0.0; two 163.7.

one | 18
Properties=species:S:1:pos:R:3:lowdin_charge:R:1 method="wB97M-V/def2-TZVPD" smiles="N=C=O.CON.CO" lumo_ev=0.6 total_charge=0 homo_energy_ha=-0.358
O -0.44045 -2.28059 -0.08866 -0.145
O 0.75848 1.52875 -0.32238 -0.312
O -1.90909 2.41992 -0.64059 0.162
N -1.80348 0.41674 0.56122 0.197
N 0.97005 2.52064 -1.33605 0.023
C 1.33092 0.23782 -0.71971 -0.066
C -0.11863 -2.68771 1.21764 -0.178
C -1.74169 1.51317 0.06387 -0.389
H -0.95383 -2.54517 1.90978 0.073
H 1.40090 3.31218 -0.85185 0.085
H 0.75610 -2.15752 1.60691 0.068
H -1.99707 0.14855 1.50288 0.094
H 1.32946 -0.30555 0.22044 0.067
H -0.79210 -1.37624 -0.06803 0.016
H 2.35630 0.35741 -1.07525 0.081
H 0.70605 -0.17409 -1.51229 0.084
H 0.03082 2.81781 -1.63312 0.062
H 0.11727 -3.74613 1.16519 0.078

two | 18
Properties=species:S:1:pos:R:3:lowdin_charge:R:1 method="wB97M-V/def2-TZVPD" lumo_ev=-5.0 total_charge=0 homo_energy_ha=-0.330
O -2.08929 -1.49744 -1.98066 0.094
O 0.73440 1.55919 1.20884 -0.274
O 2.12742 -0.79501 0.85555 -0.110
N -1.41623 0.21080 0.79689 0.211
N 0.20906 -1.41970 -1.53261 0.172
C -1.26123 0.35514 -0.63486 -0.126
C 1.84864 2.00920 1.93770 -0.230
C -1.08016 -0.96650 -1.51393 -0.490
H 0.36162 -2.02245 -2.26242 0.019
H -2.04840 0.99358 -1.03659 0.124
H 1.77438 0.12251 0.99632 -0.032
H 1.58472 3.18939 2.26116 0.136
H -0.26749 0.92724 -0.83156 0.148
H 1.86960 -1.09646 -0.02787 -0.009
H -2.37103 0.10885 1.11150 0.125
H 2.82744 2.02926 1.37702 0.097
H 2.11833 1.28154 2.79701 0.101
H -0.62271 0.40781 1.36213 0.045

Relative energies with respect to the most stable structure, expressed in kJ/mol: one 0.0; two 500.3.

one | 18
Properties=species:S:1:pos:R:3:lowdin_charge:R:1 method="wB97M-V/def2-TZVPD" lumo_ev=-4.4 total_charge=0 homo_energy_ha=-0.337
O 1.97561 0.81369 1.05588 -0.022
O -1.93771 -1.27449 -1.68578 -0.191
O -1.11725 0.94492 -1.85055 -0.036
N 0.98383 -1.15962 1.80628 0.108
N -0.67260 1.04561 1.07487 0.185
C 0.11229 0.81970 -1.29132 -0.211
C 1.29338 -0.25455 0.70554 -0.549
C -0.06183 0.17674 0.11775 -0.270
H 0.53666 1.82318 -1.21061 0.141
H -1.37332 1.64450 0.66772 0.120
H 1.79788 -0.84506 -0.09204 0.174
H -1.51491 -0.20663 -1.92422 -0.023
H 0.11378 1.40247 1.64360 0.110
H 1.12354 -2.12899 1.55073 0.088
H 1.57536 -1.02892 2.61592 0.094
H -2.79370 -1.18910 -1.27374 -0.004
H -0.75611 -0.67564 -0.05022 0.136
H 0.71508 0.09220 -1.85982 0.148

two | 18
Properties=species:S:1:pos:R:3:lowdin_charge:R:1 method="wB97M-V/def2-TZVPD" smiles="CC(=O)O.NC(N)O" lumo_ev=0.7 total_charge=0 homo_energy_ha=-0.337
O -1.39740 -0.03329 -1.62285 -0.024
O -1.18288 2.07192 -0.65831 0.118
O -1.18770 -0.92199 1.94333 -0.025
N 0.63765 -1.78688 0.76378 0.062
N 0.72865 0.27822 1.65747 0.066
C -0.15611 -0.64112 1.04560 -0.617
C 0.75145 1.10339 -1.77261 0.008
C -0.61694 1.14240 -1.17731 -0.512
H 1.43640 1.64090 -1.11315 0.089
H -0.77441 -0.43735 0.04335 0.133
H 0.34190 -2.54029 1.38166 0.083
H -1.24527 -0.16868 2.55266 0.095
H -2.32194 0.22121 -1.43684 0.116
H 1.41723 -0.18761 2.24076 0.087
H 0.73173 1.59574 -2.74629 0.102
H 0.42714 -2.11990 -0.17222 0.069
H 1.31060 0.70923 0.94461 0.059
H 1.09990 0.07410 -1.87366 0.090

Relative energies with respect to the most stable structure, expressed in kJ/mol: one 578.3; two 0.0.

one | 18
Properties=species:S:1:pos:R:3:lowdin_charge:R:1 method="wB97M-V/def2-TZVPD" smiles=c1c[nH]cn1.O.O.O lumo_ev=0.7 total_charge=0 homo_energy_ha=-0.343
O -0.08153 2.33204 -2.24500 -0.078
O 1.75586 0.03419 -2.77169 -0.077
O 0.78878 0.45868 3.14297 -0.058
N -1.02940 0.27354 -0.06543 0.060
N -1.34228 -1.49075 1.20958 0.042
C 0.12558 -0.45264 0.00735 -0.170
C -1.89118 -0.38664 0.66480 -0.205
C -0.03742 -1.56722 0.77281 -0.119
H -1.01254 2.29881 -1.98034 0.036
H 1.01279 -0.15207 -0.52872 0.084
H 1.73575 0.43266 3.00345 0.034
H 2.45403 0.46022 -3.28674 0.044
H 0.90044 0.43694 -2.97032 0.015
H 0.66281 -2.28803 1.15437 0.115
H 0.31862 2.05870 -1.40635 0.019
H -1.79458 -2.16568 1.79832 0.150
H -2.90005 -0.07240 0.88379 0.121
H 0.33430 -0.21036 2.61716 -0.013

two | 18
Properties=species:S:1:pos:R:3:lowdin_charge:R:1 method="wB97M-V/def2-TZVPD" lumo_ev=-3.9 total_charge=0 homo_energy_ha=-0.286
O 3.24473 0.04958 1.59486 -0.102
O -2.63209 -1.17622 -0.57942 -0.232
O -3.10980 0.73965 0.87977 -0.431
N -0.07139 -0.76167 0.11468 0.193
N 2.02166 0.23998 -0.86712 0.106
C 0.81472 0.94617 -1.02717 -0.020
C 0.95065 -0.69774 -0.90700 -0.136
C -0.09424 0.78374 0.27445 -0.043
H 0.36141 1.06304 1.23358 0.124
H -3.37989 -1.83246 -0.78638 0.070
H 4.01092 0.63922 1.47079 0.040
H -0.97326 -1.17138 -0.16929 0.071
H 0.45392 1.23258 -2.05530 0.169
H -1.09252 1.32742 0.15568 0.121
H 2.78572 0.06332 0.67405 0.002
H 1.08076 -1.38811 -1.75824 0.170
H -2.94130 -0.34760 0.04074 -0.062
H -4.00711 0.96869 1.25810 -0.040

Relative energies with respect to the most stable structure, expressed in kJ/mol: one 0.0; two 763.4.